Here is C28H43BrN2P2Zn as an isolated structure in a non-equilibrium geometry from OMol25. Energies are from ωB97M-V/def2-TZVPD.

- Charge: +2
- Molecular weight: 614.9 g/mol
- LUMO: -7.2 eV
- Relative energy (zero: lowest compared OMol25 entry of this formula, charge and spin): 0.000 eV
- Highest occupied orbital energy: -13.617 eV

```
77
Properties=species:S:1:pos:R:3:forces:R:3:mulliken_charge:R:1
C 0.8503 -4.6785 -1.0417 0.2 0.0 -0.2 -0.29
C 1.6462 -3.6293 -1.5559 -1.5 -1.3 -1.7 0.77
C 1.7623 -3.5359 -2.9610 0.0 -0.3 0.2 -0.34
C 1.1869 -4.5308 -3.7661 0.0 0.2 0.7 -0.46
N 0.4876 -5.5476 -3.2458 0.1 -0.1 -0.1 -0.54
C 0.3179 -5.6329 -1.9216 0.4 0.7 0.1 -0.44
C 2.1154 -2.6165 -0.7181 0.3 2.9 3.3 -0.29
C 2.3020 -1.7630 0.1611 -1.0 -2.4 -2.8 -0.63
C 2.8993 -0.7761 0.9663 -0.1 0.1 1.2 0.22
C 2.2162 0.2968 1.5956 -0.3 -0.1 0.3 0.18
C 2.9710 1.3689 2.1239 0.4 -1.2 0.3 -0.49
C 4.3469 1.1476 2.2349 1.4 0.4 0.5 -0.01
C 5.0044 -0.0729 1.9330 -1.1 0.2 -0.5 -0.53
C 4.2383 -1.0256 1.2574 0.8 0.3 -0.1 -0.63
Zn -0.2256 1.5001 0.9028 0.6 -1.6 -3.1 -0.21
P -1.5179 -0.4953 -0.8505 -0.4 -0.5 -0.6 0.84
H 2.2634 -2.6798 -3.4094 0.1 -0.3 0.1 0.47
H 0.6423 -4.7253 0.0274 0.2 -0.1 -0.2 0.50
H 1.3024 -4.4896 -4.8594 -0.2 -0.1 0.6 0.38
H -0.2607 -6.4808 -1.5264 0.2 0.4 -0.3 0.37
H 4.6485 -1.9976 0.9250 -0.1 0.8 0.2 0.48
H 1.1750 0.0328 1.9447 1.0 0.8 -1.0 0.38
H 6.0530 -0.3155 2.1236 -0.4 0.6 0.2 0.45
H 2.5851 2.2991 2.5574 -0.1 -0.6 -0.1 0.55
C -3.0953 0.4695 -1.0303 0.4 -0.2 0.3 -0.84
C -4.0301 0.1892 -2.2031 -0.4 0.2 0.0 -1.45
H -2.7596 1.5207 -1.0444 -0.3 -0.1 0.0 0.53
H -3.6190 0.3169 -0.0739 0.0 0.2 -0.2 0.64
H -4.8521 0.9169 -2.1442 0.1 -0.2 -0.2 0.45
H -3.5431 0.3143 -3.1800 -0.1 -0.1 0.3 0.26
H -4.4753 -0.8140 -2.1468 0.2 0.4 -0.1 0.27
C -1.0353 -0.9428 -2.6089 0.5 0.6 0.6 0.02
C -1.7573 -2.0786 -3.3326 -0.1 -0.1 -0.2 -1.48
H 0.0386 -1.1828 -2.5070 -0.3 0.1 -0.2 0.17
H -1.1060 -0.0102 -3.1932 0.1 -0.3 0.1 0.31
H -1.3510 -2.1397 -4.3545 -0.1 -0.1 0.3 0.44
H -1.5872 -3.0575 -2.8563 -0.1 0.4 -0.1 0.17
H -2.8406 -1.9000 -3.4211 0.5 -0.1 0.0 0.26
C -2.0232 -2.1426 -0.1800 0.3 0.4 0.4 -0.08
C -3.4053 -2.6836 -0.5223 -0.2 -0.4 0.0 -1.40
H -1.9174 -2.0069 0.9088 -0.1 -0.3 -0.2 0.51
H -1.2387 -2.8542 -0.4819 -0.1 0.2 0.1 -0.15
H -3.5511 -3.6234 0.0243 -0.1 0.2 -0.1 0.45
H -4.2135 -2.0021 -0.2358 0.2 -0.1 0.0 0.32
H -3.5102 -2.9196 -1.5876 0.0 0.1 0.3 0.23
Br 5.4053 2.5756 3.0148 -0.5 -0.7 -0.4 -0.15
P 0.7667 2.3974 -1.2842 -0.2 0.2 1.3 1.31
C -0.2413 2.5684 -2.8081 -0.3 -0.7 0.4 -0.35
C -0.2689 3.9645 -3.4013 -0.1 0.2 -0.3 -1.45
H -1.2577 2.2276 -2.5409 0.3 0.2 -0.2 0.21
H 0.1470 1.8369 -3.5351 -0.1 0.2 0.3 0.47
H -0.9659 3.9342 -4.2443 0.1 0.2 0.1 0.45
H -0.6320 4.7106 -2.6873 0.1 -0.1 -0.2 0.31
H 0.7073 4.2702 -3.7936 -0.2 0.0 0.2 0.28
C 0.7847 3.9938 -0.3735 0.0 0.0 -0.2 -0.70
C 1.8384 5.0095 -0.7499 -0.1 0.6 0.3 -1.45
H 0.9153 3.7297 0.6959 0.0 0.2 -0.4 0.31
H -0.2342 4.3997 -0.4789 0.2 0.0 0.1 0.50
H 1.7143 5.8314 -0.0395 0.3 0.1 -0.2 0.45
H 2.8495 4.6124 -0.6291 -0.1 0.1 -0.1 0.30
H 1.6951 5.4091 -1.7571 0.1 -0.1 0.1 0.29
C 2.4783 1.9696 -1.7992 -0.2 -0.5 0.6 -0.30
C 2.9975 2.6513 -3.0667 0.1 0.1 -0.1 -1.36
H 2.4877 0.8695 -1.9051 0.0 0.3 0.0 0.32
H 3.1140 2.1923 -0.9262 -0.1 -0.1 -0.3 0.41
H 4.0236 2.2983 -3.2202 -0.2 0.1 -0.1 0.43
H 2.4176 2.3804 -3.9599 0.1 0.1 0.3 0.34
H 3.0402 3.7466 -2.9760 -0.1 -0.4 0.0 0.27
C -2.3807 -0.4912 5.3962 -0.3 -0.1 -0.2 -1.09
C -1.0117 0.0269 4.9117 0.1 -0.7 1.2 -0.33
C -0.9288 0.1658 3.5044 -0.7 2.3 -4.2 0.75
N -0.9613 0.5357 2.3830 0.1 -1.1 4.1 -0.25
H -3.1738 0.1953 5.0494 0.3 -0.5 0.2 0.35
H -2.3980 -0.5155 6.4918 0.1 0.1 -0.3 0.34
H -2.5344 -1.5202 5.0273 -0.2 0.6 0.1 0.35
H -0.7975 1.0232 5.3163 0.1 -0.1 0.0 0.31
H -0.2095 -0.6540 5.2034 0.1 0.0 0.3 0.32
```
Positions in Å, forces in eV/Å.